(1)
Entry from the OMol25 dataset: 2 unconnected molecules or ions with the total composition C8H12O2 (the ωB97M-V functional and the def2-TZVPD basis).

```
22
C8H12O2 the ωB97M-V functional and the def2-TZVPD basis
C 3.22 -0.40 1.03
C 2.06 -0.06 0.13
C 0.99 -0.93 0.00
C -0.13 -0.54 -0.73
C -0.10 0.67 -1.39
O -1.17 0.94 -2.24
C 0.96 1.55 -1.28
C 2.03 1.19 -0.48
H 2.88 -0.55 2.07
H 3.97 0.39 1.12
H 3.78 -1.29 0.79
H 1.03 -1.96 0.34
H -1.03 -1.11 -0.83
H -1.55 1.81 -2.04
H 0.98 2.44 -1.91
H 2.87 1.86 -0.33
C -3.03 -1.59 1.93
O -3.56 -0.28 1.93
H -3.85 -2.26 2.18
H -2.84 -1.97 0.91
H -2.22 -1.58 2.65
H -3.21 0.23 1.19
```

Calculated values
Total charge: 0
HOMO level (eV): -8.8
ΔE to the lowest compared entry with this formula, charge and spin (kcal per mole): 16.8
SMILES: Cc1ccc(O)cc1.CO
Energy (Eh): -462.4796

---

(2)
Entry from the OMol25 dataset: 2 unconnected molecules or ions with the total composition H2N2O3S (the ωB97M-V functional and the def2-TZVPD basis).

```
8
H2N2O3S the ωB97M-V functional and the def2-TZVPD basis
N -2.20 -0.48 -0.21
N -0.31 0.30 0.70
O 2.71 0.27 -1.46
O 2.08 -0.43 0.92
O -1.38 0.48 -0.01
S 2.20 0.59 -0.08
H -3.00 -0.08 -0.74
H -0.11 -0.64 0.90
```

Calculated values
Total charge: 0
HOMO level (spin up / spin down) (eV): -10.4 / -10.4
ΔE to the lowest compared entry with this formula, charge and spin (kcal per mole): 85.1
Energy (Eh): -734.4059

---

(3)
Entry from the OMol25 dataset: a molecular structure, C8H18N2Si (the ωB97M-V functional and the def2-TZVPD basis).

```
29
C8H18N2Si the ωB97M-V functional and the def2-TZVPD basis
C -2.05 -2.20 -1.31
C -2.41 -0.95 -1.15
C 1.25 -0.71 0.64
C 0.50 0.37 0.36
C 0.65 -1.95 1.22
C 2.76 -0.67 0.54
C 1.05 1.79 -1.67
C 1.18 1.60 -0.15
N -1.76 0.26 2.06
N -1.95 2.14 0.04
Si -1.38 0.61 0.50
H -2.45 -2.78 -2.21
H -1.12 -2.67 -0.94
H -3.31 -0.54 -1.73
H 0.77 -2.82 0.41
H -0.38 -1.81 1.49
H 1.32 -2.21 2.16
H 3.09 -1.18 -0.27
H 3.14 0.35 0.40
H 3.16 -1.09 1.44
H 0.26 1.01 -1.99
H 0.60 2.68 -1.86
H 2.01 1.65 -2.35
H 2.24 1.53 -0.08
H 0.83 2.60 0.31
H -2.69 0.43 2.23
H -1.41 -0.49 2.77
H -1.36 3.03 -0.03
H -2.55 2.02 -0.84
```

Calculated values
Total charge: 0
HOMO level (eV): -8.3
ΔE to the lowest compared entry with this formula, charge and spin (kcal per mole): 41.3
Energy (Eh): -714.5286

---

(4)
Entry from the OMol25 dataset: CH3NOS in the gas phase (the ωB97M-V functional and the def2-TZVPD basis).

```
7
CH3NOS the ωB97M-V functional and the def2-TZVPD basis
S -1.59 0.84 -0.29
N -0.44 -0.47 0.11
C 0.84 -0.11 0.54
O 0.71 -0.68 -0.69
H -1.95 0.24 -1.46
H 1.06 1.06 0.59
H 1.36 -0.88 1.20
```

Calculated values
Total charge: 0
HOMO level (eV): -9.1
ΔE to the lowest compared entry with this formula, charge and spin (kcal per mole): 97.7
SMILES: SN1CO1
Energy (Eh): -567.9451

---

(5)
Entry from the OMol25 dataset: C4H5NO in the gas phase (the ωB97M-V functional and the def2-TZVPD basis).

```
11
C4H5NO the ωB97M-V functional and the def2-TZVPD basis
N 2.58 0.70 0.35
C 1.69 -0.02 0.19
C 0.64 -0.98 -0.23
C -0.50 -0.17 0.27
C -1.29 0.96 -0.22
O -1.77 -0.39 -0.35
H 0.78 -1.82 0.48
H 0.58 -1.40 -1.24
H 0.16 0.09 1.29
H -1.86 1.47 0.55
H -1.01 1.56 -1.08
```

Calculated values
Total charge: 0
HOMO level (eV): -10.3
ΔE to the lowest compared entry with this formula, charge and spin (kcal per mole): 90.4
SMILES: N#CC[C@H]1CO1
Energy (Eh): -285.2705